Record 1
{"formula": "C14H16", "method": "wB97M-V/def2-TZVPD", "species": ["C", "C", "C", "C", "C", "C", "C", "H", "H", "H", "H", "H", "H", "H", "H", "C", "C", "C", "C", "C", "C", "C", "H", "H", "H", "H", "H", "H", "H", "H"], "coordinates": [[-0.70889, -3.64779, 0.44023], [-0.86535, -2.69439, -0.69822], [-1.46712, -1.45845, -0.49484], [-1.75524, -0.54953, -1.49951], [-1.37691, -0.90120, -2.79604], [-0.76338, -2.11908, -3.02951], [-0.45968, -2.99244, -1.99375], [-0.14448, -3.28357, 1.30219], [-0.08938, -4.50965, 0.14967], [-1.64338, -4.12542, 0.72729], [-1.86362, -1.17498, 0.47608], [-2.19940, 0.40928, -1.26677], [-1.61300, -0.23746, -3.62141], [-0.44459, -2.31963, -4.03919], [0.03344, -3.93790, -2.19114], [0.70947, 3.11553, -0.78019], [0.92682, 2.54392, 0.57922], [2.18846, 2.39561, 1.11910], [2.35510, 1.85624, 2.39327], [1.28698, 1.25853, 3.02223], [0.01830, 1.30579, 2.45592], [-0.16224, 2.01069, 1.28460], [-0.19725, 3.68669, -0.99323], [0.70048, 2.35208, -1.56023], [1.45289, 3.86816, -1.03144], [3.03621, 2.60703, 0.48574], [3.32881, 1.86930, 2.87035], [1.45086, 0.63324, 3.88562], [-0.85533, 0.87555, 2.93510], [-1.11261, 2.04231, 0.76437]], "lumo_ha": 0.0338, "smiles": "Cc1ccccc1.Cc1ccccc1", "homo_lumo_gap_ev": 9.911, "e_above_lowest_ev": 0.517, "total_charge": 0}

=====

Record 2
{"formula": "C14H16", "method": "wB97M-V/def2-TZVPD", "species": ["C", "C", "C", "C", "C", "C", "C", "H", "H", "H", "H", "H", "H", "H", "H", "C", "C", "C", "C", "C", "C", "C", "H", "H", "H", "H", "H", "H", "H", "H"], "coordinates": [[2.29798, -1.52417, -3.03179], [2.53635, -0.76701, -1.69147], [1.85580, -1.11427, -0.59416], [2.24138, -0.47522, 0.66853], [3.35533, 0.35647, 0.80068], [4.17399, 0.58172, -0.34143], [3.70936, 0.06105, -1.53397], [1.47999, -1.02257, -3.56757], [1.65268, -2.37352, -2.85809], [3.27898, -1.56035, -3.56366], [0.92057, -1.68465, -0.58111], [1.58568, -0.58652, 1.41539], [3.53877, 0.78962, 1.71511], [5.09074, 1.05882, -0.11249], [4.21618, 0.19770, -2.52789], [-3.52352, -1.17637, -0.10853], [-3.16340, 0.03289, 0.71131], [-3.38309, 0.03656, 2.12935], [-2.76311, 1.10731, 2.76054], [-2.02497, 2.13773, 2.22606], [-1.90150, 2.10614, 0.77465], [-2.47992, 1.06145, 0.08837], [-3.27450, -2.20544, 0.12782], [-2.85519, -1.16416, -1.05080], [-4.53837, -1.28968, -0.37028], [-3.88895, -0.72086, 2.70077], [-2.85716, 1.06996, 3.88104], [-1.56329, 3.00462, 2.66389], [-1.39663, 2.95652, 0.33090], [-2.32016, 1.10624, -1.06116]], "lumo_ha": 0.0306, "smiles": "Cc1ccccc1.Cc1ccccc1", "homo_lumo_gap_ev": 9.725, "e_above_lowest_ev": 2.384, "total_charge": 0}

=====

Record 3
{"formula": "C14H16", "method": "wB97M-V/def2-TZVPD", "species": ["C", "C", "C", "C", "C", "C", "C", "H", "H", "H", "H", "H", "H", "H", "H", "C", "C", "C", "C", "C", "C", "C", "H", "H", "H", "H", "H", "H", "H", "H"], "coordinates": [[0.30865, -0.05520, 2.93845], [-0.03521, -1.13152, 1.93161], [0.66078, -1.28950, 0.74725], [0.36655, -2.35770, -0.07086], [-0.66640, -3.22209, 0.23277], [-1.43712, -2.99369, 1.36550], [-1.08250, -2.00367, 2.26893], [0.35423, -0.36370, 3.98486], [-0.42186, 0.74971, 2.89358], [1.26857, 0.42037, 2.72324], [1.42420, -0.58028, 0.46162], [0.93604, -2.52602, -0.98647], [-0.91234, -4.02634, -0.44469], [-2.25080, -3.66570, 1.64303], [-1.61597, -1.97020, 3.20342], [-1.36271, 1.68135, 0.38726], [-0.26286, 1.70399, -0.65649], [0.53359, 2.82272, -0.82365], [1.26650, 2.97553, -1.99379], [1.38419, 1.92000, -2.88520], [0.64214, 0.77929, -2.70065], [-0.14426, 0.65238, -1.56322], [-1.96717, 0.79992, 0.42233], [-1.99958, 2.52875, 0.12377], [-1.03841, 1.70593, 1.43975], [0.56251, 3.66012, -0.10984], [1.84013, 3.88903, -2.09532], [1.96324, 2.03561, -3.78617], [0.65693, -0.01582, -3.42690], [-0.69715, -0.27241, -1.41735]], "lumo_ha": 0.0355, "smiles": "Cc1ccccc1.Cc1ccccc1", "homo_lumo_gap_ev": 9.809, "e_above_lowest_ev": 0.460, "total_charge": 0}

=====

Record 4
{"formula": "C14H16", "method": "wB97M-V/def2-TZVPD", "species": ["C", "C", "C", "C", "C", "C", "C", "H", "H", "H", "H", "H", "H", "H", "H", "C", "C", "C", "C", "C", "C", "C", "H", "H", "H", "H", "H", "H", "H", "H"], "coordinates": [[-1.14941, -1.61394, 0.10723], [-1.94229, -0.63196, -0.68796], [-1.92053, 0.72949, -0.28262], [-2.94351, 1.51966, -0.80282], [-3.84675, 1.04473, -1.75189], [-3.65053, -0.20059, -2.32380], [-2.63800, -1.02363, -1.81342], [-1.83616, -1.96141, 0.87873], [-0.23116, -1.22156, 0.54662], [-0.81907, -2.44624, -0.51987], [-1.10459, 1.00428, 0.36854], [-3.09432, 2.45830, -0.28036], [-4.79305, 1.53154, -1.94972], [-4.25462, -0.63744, -3.10529], [-2.59446, -2.07616, -2.07105], [1.87174, -1.29291, 2.87165], [2.31158, -0.42905, 1.71982], [1.93670, 0.91462, 1.66475], [2.36207, 1.74290, 0.63889], [3.12990, 1.19600, -0.39569], [3.38362, -0.15638, -0.36423], [2.91559, -1.05035, 0.61170], [0.78420, -1.34865, 2.96391], [2.30105, -0.97070, 3.82007], [2.15672, -2.33734, 2.72072], [1.42069, 1.46319, 2.44261], [2.06215, 2.78171, 0.58207], [3.59143, 1.69369, -1.23614], [4.05483, -0.49556, -1.15155], [2.97394, -2.11972, 0.74021]], "lumo_ha": 0.0346, "smiles": "Cc1ccccc1.Cc1ccccc1", "homo_lumo_gap_ev": 9.731, "e_above_lowest_ev": 1.052, "total_charge": 0}

=====

Record 5
{"formula": "C14H16", "method": "wB97M-V/def2-TZVPD", "species": ["C", "C", "C", "C", "C", "C", "C", "H", "H", "H", "H", "H", "H", "H", "H", "C", "C", "C", "C", "C", "C", "C", "H", "H", "H", "H", "H", "H", "H", "H"], "coordinates": [[-2.25817, -0.81828, 0.45882], [-2.69372, 0.50681, 1.01455], [-2.76753, 0.65463, 2.41312], [-3.24162, 1.85959, 2.89396], [-3.42410, 2.94378, 2.03382], [-3.28946, 2.82669, 0.67538], [-2.97712, 1.55764, 0.17055], [-1.20379, -0.82077, 0.17792], [-2.67232, -1.10679, -0.52090], [-2.46899, -1.71632, 1.04804], [-2.62694, -0.21481, 3.03314], [-3.39550, 1.97810, 3.95402], [-3.72097, 3.86728, 2.50705], [-3.27803, 3.58859, -0.08942], [-2.87236, 1.38004, -0.89060], [2.86604, 0.64643, -2.81579], [2.90960, -0.53564, -1.87652], [1.91076, -1.51639, -1.95241], [1.93532, -2.62544, -1.14035], [2.97572, -2.85770, -0.25210], [3.90782, -1.85075, -0.10543], [3.89406, -0.72378, -0.92087], [2.56268, 0.32237, -3.81233], [3.86872, 1.06466, -2.87496], [2.20980, 1.42077, -2.44489], [1.11566, -1.41596, -2.68138], [1.12286, -3.32390, -1.23760], [3.01691, -3.80241, 0.28060], [4.76849, -1.97690, 0.53100], [4.52816, 0.10656, -0.64863]], "lumo_ha": 0.0311, "smiles": "Cc1ccccc1.Cc1ccccc1", "homo_lumo_gap_ev": 9.825, "e_above_lowest_ev": 0.586, "total_charge": 0}

=====

Record 6
{"formula": "C14H16", "method": "wB97M-V/def2-TZVPD", "species": ["C", "C", "C", "C", "C", "C", "C", "H", "H", "H", "H", "H", "H", "H", "H", "C", "C", "C", "C", "C", "C", "C", "H", "H", "H", "H", "H", "H", "H", "H"], "coordinates": [[1.28018, -0.89097, 2.57248], [-2.12430, -1.65168, 1.08665], [-2.85929, -1.02238, 2.10649], [-0.72989, -1.57954, 1.23850], [-0.15028, -0.77730, 2.18528], [-2.20478, -0.18604, 2.96489], [-0.85420, 0.03973, 3.08503], [-2.68654, -2.27873, 0.44904], [-3.91790, -1.08910, 2.28216], [0.01923, -2.22806, 0.71160], [-2.80445, 0.48196, 3.60512], [1.61375, -0.61563, 3.63592], [1.84728, -0.14197, 1.94929], [-0.33002, 0.70143, 3.70941], [1.68033, -1.86167, 2.33001], [1.55466, 1.99266, -0.19785], [1.76396, -0.09423, -3.32861], [2.14453, 0.37705, -2.06046], [0.54038, 0.12628, -3.95220], [1.26043, 1.19285, -1.37847], [-0.35253, 0.78686, -3.07971], [-0.07042, 1.39283, -1.86951], [2.54157, -0.59654, -4.00047], [3.11987, 0.04736, -1.53339], [0.42843, -0.11146, -4.99308], [-1.21648, 1.15113, -3.55269], [2.23819, 1.34068, 0.30183], [1.03782, 2.21045, 0.64771], [-0.90736, 1.85155, -1.22963], [2.14560, 2.90186, -0.54797]], "lumo_ha": [-0.1501, -0.3089], "multiplicity": 2, "homo_lumo_gap_ev": [7.530, 3.102], "s2": 0.77, "e_above_lowest_ev": 2.782, "total_charge": 1}

=====

Record 7
{"formula": "C14H16", "method": "wB97M-V/def2-TZVPD", "species": ["C", "C", "C", "C", "C", "C", "C", "H", "H", "H", "H", "H", "H", "H", "H", "C", "C", "C", "C", "C", "C", "C", "H", "H", "H", "H", "H", "H", "H", "H"], "coordinates": [[1.31874, -2.89252, -3.05129], [0.32573, 1.03860, -1.85130], [1.63212, 0.62237, -1.61920], [-0.58527, 0.23106, -2.59263], [1.99365, -0.69704, -1.94756], [-0.21310, -1.03640, -3.07053], [1.06092, -1.53061, -2.60555], [-0.01844, 1.97163, -1.45231], [2.20249, 1.36944, -1.03035], [-1.48608, 0.76468, -2.71667], [2.98282, -1.21597, -1.78593], [-1.09777, -1.50092, -3.55574], [0.32989, -3.34307, -3.32235], [1.84218, -3.46346, -2.35118], [1.66346, -2.87613, -4.07896], [-2.21699, 0.73155, 0.88032], [-1.38408, 1.86531, 2.86497], [-1.21974, 0.81460, 1.98349], [-0.31445, 1.94242, 3.80832], [-0.18705, -0.13549, 2.03500], [0.56998, 0.94677, 3.92790], [0.62511, -0.20257, 3.11450], [-2.11546, 2.57201, 2.83126], [-0.39356, 2.75333, 4.57287], [-2.99350, -0.07003, 1.14025], [-1.75765, 0.60271, -0.05649], [-0.19932, -0.95623, 1.12615], [1.31771, 1.00046, 4.73273], [1.17836, -0.98362, 3.34339], [-2.86068, 1.67711, 0.72689]], "lumo_ha": [-0.1539, -0.3033], "multiplicity": 2, "homo_lumo_gap_ev": [7.281, 3.215], "s2": 0.77, "e_above_lowest_ev": 2.288, "total_charge": 1}

=====

Record 8
{"formula": "C14H16AgF3N2SSi", "method": "wB97M-V/def2-TZVPD", "species": ["Ag", "C", "Si", "C", "C", "C", "C", "C", "C", "N", "C", "S", "H", "H", "H", "H", "H", "H", "H", "H", "H", "H", "H", "H", "F", "C", "F", "F", "C", "C", "C", "N", "C", "C", "H", "H", "H", "H"], "coordinates": [[-0.31900, -0.19330, -0.30320], [-0.80390, 6.97320, 0.00300], [-1.44800, 5.17250, -0.02620], [-2.50420, 4.91310, -1.58700], [-2.47250, 4.86080, 1.55330], [0.08560, 4.05450, -0.06270], [1.37290, 4.55090, 0.04700], [2.46600, 3.69380, 0.02630], [2.23030, 2.34270, -0.11570], [1.01250, 1.82760, -0.23230], [-0.04870, 2.66070, -0.20540], [-1.59560, 1.91760, -0.35070], [-1.63410, 7.67360, 0.00460], [-0.19280, 7.19690, -0.86800], [-0.20690, 7.17950, 0.88800], [-3.25690, 5.68750, -1.68940], [-3.01070, 3.95620, -1.54230], [-1.89790, 4.91570, -2.48750], [-3.23880, 5.62120, 1.67080], [-1.86110, 4.86960, 2.45140], [-2.96640, 3.89690, 1.50120], [1.54070, 5.61230, 0.15430], [3.47420, 4.06670, 0.10750], [3.05160, 1.63910, -0.13740], [0.52160, -1.07100, 6.91740], [-0.03460, 0.05330, 6.42860], [-1.25820, 0.13560, 6.95870], [0.67800, 1.07300, 6.92950], [-0.04070, 0.03080, 4.92150], [-1.22810, 0.07210, 4.20330], [-1.15130, -0.07240, 2.82650], [-0.00890, -0.26210, 2.17970], [1.12220, -0.24090, 2.86890], [1.16720, -0.09370, 4.24590], [-2.18010, 0.18980, 4.69720], [-2.04230, -0.04120, 2.21380], [2.03140, -0.36210, 2.29730], [2.10480, -0.10080, 4.78150]], "lumo_ha": -0.0136, "homo_lumo_gap_ev": 7.010, "total_charge": 0}

=====

no.,energy (Ha)
1,-543.053870
2,-542.985244
3,-543.055956
4,-543.034218
5,-543.051334
6,-542.651326
7,-542.669493
8,-1786.893790